No. 1
Below is 13 unconnected molecules or ions with the total composition C41H108O13 at a distorted geometry, with properties calculated with the ωB97M-V functional and the def2-TZVPD basis.

Output
highest occupied orbital energy = -0.3401 Ha
energy = -70881.3001 eV
orbital gap = 9.74 eV
relative energy (zero: lowest compared OMol25 entry of this formula, charge and spin) = 139.5 kJ/mol
M = 809.3 g/mol

ORCA input file:
```
! RIJCOSX wB97M-V def2-TZVPD def2/J DEFGRID3
* xyz 0 1
C 29.18887 14.59197 -14.74794
C 30.15921 15.07295 -13.64083
O 31.30746 14.21693 -13.57375
C 32.26660 14.65032 -12.67190
C 33.52980 13.80314 -12.85164
H 28.23271 15.10893 -14.82934
H 29.59018 14.68016 -15.75753
H 28.87065 13.56845 -14.54987
H 30.46385 16.10637 -13.80617
H 29.66823 15.03598 -12.66838
H 32.56971 15.69222 -12.77517
H 31.91569 14.54210 -11.64562
H 33.88611 13.77115 -13.88126
H 33.37323 12.76520 -12.55793
H 34.34638 14.24070 -12.27731
C 33.00776 15.66295 -8.56476
C 34.28123 16.22983 -9.13981
O 34.90936 15.17469 -9.90634
C 36.21846 15.46038 -10.36859
C 37.24536 15.31276 -9.27257
H 32.51389 16.33681 -7.86469
H 32.32403 15.43551 -9.38262
H 33.23962 14.73668 -8.03906
H 34.06589 17.08957 -9.77431
H 34.95960 16.59440 -8.36845
H 36.57674 14.79437 -11.15355
H 36.23643 16.45539 -10.81327
H 37.20955 14.39132 -8.69140
H 37.19081 16.12036 -8.54256
H 38.21697 15.43399 -9.75150
C 26.29157 13.57482 -16.65637
C 27.18198 13.99612 -17.76578
O 27.09368 13.05053 -18.79944
C 27.97602 13.29578 -19.92936
C 29.49571 13.05705 -19.76100
H 26.19069 14.33231 -15.87912
H 25.32750 13.46553 -17.15309
H 26.53752 12.63807 -16.15627
H 26.81253 14.96547 -18.10040
H 28.24138 14.06035 -17.51747
H 27.69757 12.63644 -20.75145
H 27.80342 14.32934 -20.22947
H 29.97779 13.47100 -20.64663
H 29.88996 12.06342 -19.54802
H 29.79122 13.68388 -18.91965
C 37.03295 12.26161 -13.15826
C 37.60692 11.81321 -14.46008
O 37.61971 12.87799 -15.37118
C 38.13245 12.46482 -16.63471
C 38.13766 13.65662 -17.63189
H 36.78356 11.41056 -12.52453
H 37.70847 12.89377 -12.58194
H 36.10581 12.83017 -13.23069
H 38.61423 11.41381 -14.34214
H 37.01905 10.94314 -14.75247
H 39.09003 11.96252 -16.49741
H 37.53475 11.69478 -17.12246
H 37.12574 14.04178 -17.75744
H 38.52697 13.34215 -18.60022
H 38.72076 14.50975 -17.28510
C 38.07747 17.49476 -17.33976
C 37.34507 18.12878 -16.17246
O 35.98279 17.91062 -16.20625
C 35.51009 16.76797 -15.45971
C 34.02800 16.71884 -15.71782
H 37.63674 16.51537 -17.52591
H 37.91162 18.07163 -18.24960
H 39.15620 17.44037 -17.19318
H 37.79291 17.84998 -15.21862
H 37.44828 19.20979 -16.26658
H 36.00323 15.84469 -15.76378
H 35.74250 16.83499 -14.39689
H 33.81579 16.55212 -16.77389
H 33.70831 17.71066 -15.39816
H 33.47178 15.95980 -15.16774
C 27.50415 8.78198 -17.92534
C 28.14841 10.10641 -17.59473
O 28.94579 9.89884 -16.41158
C 29.89920 10.91391 -16.16641
C 30.56207 10.58816 -14.82286
H 28.32552 8.10524 -18.16085
H 26.94468 8.46242 -17.04615
H 26.88266 8.87445 -18.81601
H 28.72904 10.40705 -18.46684
H 27.42309 10.87884 -17.33908
H 30.69849 11.05157 -16.89460
H 29.30118 11.80166 -15.96054
H 31.24894 9.75642 -14.97941
H 29.91090 10.32520 -13.98923
H 31.22126 11.36348 -14.43241
C 31.35748 19.81577 -15.15470
C 30.44090 20.75069 -14.33708
C 30.67713 22.23968 -14.72633
O 29.10757 20.51311 -14.61312
H 32.42117 19.97502 -14.97776
H 31.23455 19.87779 -16.23597
H 31.15586 18.76787 -14.93255
H 30.65683 20.60888 -13.27814
H 29.82909 22.88015 -14.48401
H 30.77858 22.33579 -15.80734
H 31.57160 22.57823 -14.20343
H 28.58528 21.11968 -14.08314
C 30.54242 17.80106 -10.94084
C 29.18679 17.25474 -10.64529
C 29.30170 16.00334 -9.87006
O 28.53281 18.29629 -9.90206
H 31.03084 18.13249 -10.02449
H 30.49022 18.66599 -11.60210
H 31.19238 16.99824 -11.28887
H 28.57663 16.97809 -11.50510
H 29.78486 15.21068 -10.44134
H 28.33894 15.60821 -9.54590
H 29.95068 16.16915 -9.01016
H 27.82552 17.84105 -9.43936
C 29.97606 17.72723 -20.14650
C 29.66547 17.02293 -18.86164
C 30.70588 17.27618 -17.77472
O 28.37724 17.43312 -18.37155
H 30.92625 17.37163 -20.54499
H 29.98534 18.80618 -19.99202
H 29.19169 17.55401 -20.88330
H 29.56408 15.95997 -19.08060
H 30.89555 18.34289 -17.65532
H 31.61735 16.69866 -17.92898
H 30.35188 16.87734 -16.82408
H 28.43121 18.34450 -18.07478
C 34.59832 11.72345 -7.68780
C 34.09775 11.85221 -9.13348
O 35.02837 12.53073 -9.87655
H 33.88735 11.09414 -7.15247
H 34.66048 12.66935 -7.14974
H 35.63843 11.39784 -7.67213
H 33.11580 12.32076 -9.06757
H 34.02254 10.83125 -9.50774
H 34.94443 13.48401 -9.80042
C 32.50177 13.09143 -16.74786
C 33.13979 12.69084 -18.05369
O 32.61701 13.66563 -18.92885
H 32.64345 12.22526 -16.10151
H 31.42834 13.25945 -16.83517
H 32.95477 13.95305 -16.25745
H 32.85364 11.68382 -18.35722
H 34.22204 12.81313 -18.01039
H 32.78613 13.41892 -19.84106
C 34.40515 18.75764 -12.69881
C 34.02290 20.06530 -11.99491
O 35.18450 20.65942 -11.41863
H 34.85369 18.01350 -12.04065
H 35.09564 19.00510 -13.50509
H 33.52443 18.32280 -13.17141
H 33.32436 19.96820 -11.16382
H 33.58887 20.79843 -12.67480
H 35.02048 21.59466 -11.27718
C 27.00885 17.96196 -13.66535
C 27.41203 18.05132 -15.15103
O 26.80281 17.04496 -15.90195
H 27.34389 16.97188 -13.35618
H 25.92509 18.01001 -13.55924
H 27.44320 18.74659 -13.04584
H 28.49186 18.10164 -15.29084
H 27.09183 18.99399 -15.59483
H 27.12526 17.11058 -16.80379
*
```

---

No. 2
Below is a molecular structure, C24H33AsCl5N2NiOSSi2 at a distorted geometry, with properties calculated with the ωB97M-V functional and the def2-TZVPD basis.

Output
highest occupied orbital energy (spin up / spin down) = -0.1245 / -0.1209 Ha
energy = -221540.7265 eV
⟨S²⟩ = 2.010
orbital gap (spin up / spin down) = 5.86 / 5.74 eV
relative energy (zero: lowest compared OMol25 entry of this formula, charge and spin) = 93.3 kJ/mol
M = 764.7 g/mol

ORCA input file:
```
! RIJCOSX wB97M-V def2-TZVPD def2/J DEFGRID3
* xyz -1 3
Ni -0.16667 -0.18536 -0.01669
C 5.07512 1.21951 3.50420
C 4.81650 -0.17401 2.94549
N 4.20140 -0.14279 1.61108
C 5.13551 -0.19128 0.49050
C 5.38463 -1.61165 -0.00688
C 2.84658 -0.05017 1.45446
S 2.22731 -0.07161 -0.14808
N 2.18893 -0.00526 2.63094
C 0.88306 0.22366 2.77728
O 0.01661 0.48976 1.92304
C 0.42492 0.20935 4.21840
C 1.34224 0.13816 5.25901
C 0.91068 0.15115 6.57995
C -0.44741 0.23194 6.86692
C -1.37065 0.30462 5.82688
C -0.93305 0.29885 4.50822
H 5.58608 1.16476 4.47244
H 4.12212 1.73947 3.63888
H 5.69638 1.80780 2.81982
H 4.16202 -0.71867 3.61284
H 5.75111 -0.72965 2.85543
H 6.06991 0.25796 0.83463
H 4.74996 0.42318 -0.31698
H 5.77450 -2.24586 0.79858
H 6.11246 -1.61079 -0.82848
H 4.44750 -2.04374 -0.36908
H 2.39611 0.07470 5.01958
H 1.63436 0.10059 7.38555
H -0.78502 0.23948 7.89724
H -2.43275 0.36631 6.04372
H -1.63402 0.35971 3.68256
Cl -3.79023 -1.88829 0.02373
C -3.45435 -0.17090 -0.05744
C -2.16000 0.29093 -0.27392
C -2.08788 1.67760 -0.35029
Cl -0.46761 2.29016 -0.63154
C -3.12983 2.57536 -0.19625
Cl -2.85792 4.28414 -0.26508
C -4.39847 2.06297 0.02316
Cl -5.74551 3.12985 0.21494
C -4.56300 0.68196 0.08089
Cl -6.15269 0.04123 0.32357
C 1.57543 -2.92619 -2.93651
Si 0.65444 -3.97627 -1.70123
C 1.79299 -5.34315 -1.13778
C -0.77763 -4.76971 -2.59048
As -0.12394 -2.57544 -0.05142
Si -0.56099 -4.05287 1.66064
C -1.56681 -3.20991 2.98056
C -1.53502 -5.54647 1.09066
C 0.99433 -4.66952 2.48294
H 1.92981 -3.51730 -3.79311
H 2.43522 -2.44150 -2.45769
H 0.91532 -2.13258 -3.30990
H 2.15079 -5.92670 -2.00259
H 1.28109 -6.02955 -0.44806
H 2.66134 -4.92234 -0.61387
H -0.43636 -5.39473 -3.43300
H -1.44096 -3.98615 -2.97572
H -1.36611 -5.39428 -1.90635
H -2.48002 -2.77349 2.55692
H -0.99039 -2.39881 3.44585
H -1.84867 -3.92572 3.76682
H -2.46192 -5.21896 0.59986
H -1.80100 -6.18093 1.95315
H -0.97007 -6.15942 0.37330
H 1.56311 -3.81484 2.87245
H 1.63809 -5.21134 1.77857
H 0.74645 -5.34018 3.32403
*
```

---

No. 3
Below is a molecular structure, C29H29N4O7PS2SeW at a distorted geometry, with properties calculated with the ωB97M-V functional and the def2-TZVPD basis.

Output
highest occupied orbital energy (spin up / spin down) = -0.3295 / -0.3730 Ha
energy = -148961.9227 eV
⟨S²⟩ = 0.762
orbital gap (spin up / spin down) = 5.19 / 6.20 eV
relative energy (zero: lowest compared OMol25 entry of this formula, charge and spin) = 401.2 kJ/mol
M = 903.5 g/mol

ORCA input file:
```
! RIJCOSX wB97M-V def2-TZVPD def2/J DEFGRID3
* xyz 1 2
W -0.67983 2.02699 -2.02603
C -3.32428 1.75076 -1.74105
C -2.98998 3.01608 -2.26208
C -2.21228 3.69978 -1.30361
C -2.03610 2.82892 -0.18267
C -2.75485 1.63166 -0.45611
H -4.01474 1.05680 -2.19721
H -3.38862 3.43794 -3.17561
H -1.97667 4.76131 -1.32366
H -1.68257 3.15254 0.79414
H -2.98870 0.85380 0.26082
C -1.82072 -9.21547 6.08790
O -0.79331 -8.26034 5.94688
C -0.95235 -7.24771 5.07315
C 0.09313 -6.31604 5.01597
C 0.02447 -5.24838 4.15847
C -1.07465 -5.08110 3.30505
C -2.11735 -6.00221 3.37213
C -2.06419 -7.06783 4.25018
C -1.05396 -3.95237 2.40551
N -0.27880 -2.90466 2.58845
C -0.48602 -2.09280 1.53049
C -1.41801 -2.66207 0.65194
N -1.77475 -3.84592 1.24080
C -1.74033 -2.07525 -0.59880
C -2.57213 -2.61555 -1.56956
C -2.70465 -1.93802 -2.78698
C -2.05069 -0.74628 -2.98528
N -1.27453 -0.13098 -2.06133
C -1.08757 -0.82630 -0.87107
C -0.18392 -0.23713 0.02098
N 0.40988 0.96076 -0.40957
C 1.57087 1.25204 0.25223
C 1.99125 0.65121 1.40962
C 1.24212 -0.38000 1.98331
C 0.19343 -0.87852 1.23325
H -1.47020 -9.91669 6.84169
H -1.99766 -9.74973 5.15072
H -2.74845 -8.75290 6.43468
H 0.94386 -6.46777 5.66130
H 0.81889 -4.52165 4.11622
H -2.99559 -5.87834 2.75539
H -2.89170 -7.75826 4.28251
H -2.39309 -4.54593 0.86583
H -3.09483 -3.54415 -1.40515
H -3.32142 -2.33033 -3.57922
H -2.15402 -0.21483 -3.92393
H 2.19538 2.01305 -0.18616
H 2.91689 0.96934 1.85825
H 1.50077 -0.83125 2.92602
C 5.22787 3.67171 -3.15723
C 4.67459 3.11782 -1.86107
O 3.23280 3.15928 -1.76738
P 2.28514 4.40234 -2.01008
S 2.27502 4.93607 -4.06496
S 0.72025 3.98123 -0.76946
O 3.08650 5.59652 -1.33240
C 2.76709 6.98506 -1.50695
C 1.28313 7.27015 -1.39336
H 6.29066 3.44910 -3.20633
H 5.09680 4.75009 -3.20660
H 4.73410 3.22050 -4.01398
H 5.07995 3.66620 -1.00596
H 4.90378 2.05313 -1.75643
H 3.15565 7.31163 -2.47608
H 3.32525 7.48138 -0.70948
H 0.74340 6.73767 -2.17658
H 1.10907 8.33756 -1.50316
H 0.91245 6.94405 -0.42388
O -1.25887 1.66900 -3.80596
Se 0.24238 2.47541 -4.28417
O -0.26058 3.73384 -3.32256
O 0.99497 1.69670 -2.95813
O 2.04117 3.52734 -4.71660
*
```

---

No. 4
Below is 3 unconnected molecules or ions with the total composition C5H14N2O at a distorted geometry, with properties calculated with the ωB97M-V functional and the def2-TZVPD basis.

Output
highest occupied orbital energy = -0.2825 Ha
energy = -10436.4870 eV
orbital gap = 8.37 eV
relative energy (zero: lowest compared OMol25 entry of this formula, charge and spin) = 438.1 kJ/mol
M = 118.2 g/mol

ORCA input file:
```
! RIJCOSX wB97M-V def2-TZVPD def2/J DEFGRID3
* xyz 0 1
C 0.96515 0.16121 -1.33585
C 0.38199 -2.08077 2.24071
N 0.90297 1.11561 -2.31799
N 0.66779 -1.11903 -1.66093
O 0.42647 -1.62210 0.91687
H 1.79783 0.26009 -0.65213
H 1.09278 2.05271 -1.99545
H 0.10643 1.07166 -2.93850
H -0.11830 -1.25673 -2.28193
H 0.66118 -1.72850 -0.82197
H 1.39058 -2.28825 2.62718
H -0.18273 -3.02187 2.27456
H -0.09188 -1.37160 2.93155
C -1.78794 0.82220 -0.28807
C -0.37165 0.83482 0.21140
C 0.08620 1.83409 0.96745
H 0.04411 -0.56530 0.81135
H -2.20462 1.81366 -0.50342
H -1.89345 0.24623 -1.21795
H -2.45235 0.31938 0.42022
H 1.10672 1.83976 1.34051
H -0.52728 2.68273 1.27239
*
```